Entry from the Open Molecules 2025 dataset: a structure of composition C31H48O3P2Rh at a distorted geometry (wB97M-V/def2-TZVPD).

Each line ends with the Löwdin charge.
Geometry (Å):
Rh (-2.03479, -0.25868, -1.52109)  0.622
C (-1.37386, 1.27544, 1.50443)  -0.148
C (-2.05298, 2.09130, 0.57584)  -0.183
C (-2.87400, -0.12650, 0.36498)  -0.357
C (-1.84133, -0.03395, 1.42582)  -0.159
C (-3.01795, 1.31054, -0.12892)  -0.252
C (-0.45442, 1.76967, 2.56471)  0.027
H (-0.30025, 2.85438, 2.47206)  0.092
H (0.52020, 1.27386, 2.50104)  0.075
H (-0.82994, 1.55743, 3.58572)  0.118
C (-1.62976, -1.01616, 2.50590)  0.005
H (-0.56161, -1.27049, 2.57822)  0.090
H (-2.19768, -1.93997, 2.34316)  0.093
H (-1.91453, -0.60330, 3.49874)  0.122
C (-4.09312, -0.95021, 0.58847)  -0.046
H (-4.29137, -1.04910, 1.65875)  0.100
H (-3.93479, -1.94957, 0.17656)  0.087
H (-4.97633, -0.51429, 0.11957)  0.067
C (-4.33664, 1.90584, -0.45057)  -0.039
H (-4.66369, 2.58632, 0.35361)  0.112
H (-5.10208, 1.13897, -0.56570)  0.066
H (-4.25624, 2.51483, -1.36729)  0.096
C (-2.01396, 3.57688, 0.62104)  -0.021
H (-2.34500, 3.95503, 1.60298)  0.113
H (-2.66085, 4.01789, -0.14690)  0.085
H (-0.99421, 3.93467, 0.43407)  0.092
C (2.53733, -0.82594, 0.52747)  -0.089
C (2.47292, 0.45673, 0.87998)  -0.105
C (2.45494, 1.67640, 0.06220)  -0.159
C (2.29074, 1.36695, -1.43420)  -0.208
C (0.91359, 0.94192, -1.69767)  -0.096
C (0.25171, -0.27586, -1.52604)  -0.287
C (0.65645, -1.50425, -0.79755)  -0.175
C (2.19787, -1.54950, -0.72408)  -0.190
H (3.33897, 2.31066, 0.22980)  0.137
H (3.07893, 0.67774, -1.78266)  0.116
H (1.60699, 2.28236, 0.41299)  0.110
H (2.64874, -1.16856, -1.63665)  0.058
H (2.84093, -1.52194, 1.32613)  0.117
H (2.53274, 0.67180, 1.95814)  0.070
H (2.49231, -2.61009, -0.59724)  0.130
H (0.20548, -1.54147, 0.21909)  0.129
H (-0.43577, -0.54399, -2.40407)  -0.049
H (0.26109, -2.39650, -1.30586)  0.117
H (2.43805, 2.31861, -1.96786)  0.122
H (0.26913, 1.72120, -2.12082)  0.124
P (1.34429, -0.62676, -4.01921)  1.018
P (-2.22386, -0.65413, -3.69393)  0.736
C (0.17965, -0.68906, -5.42237)  -0.382
C (-1.11074, -1.40305, -5.04161)  -0.379
H (0.70480, -1.25674, -6.20422)  0.103
H (0.01415, 0.33494, -5.78995)  0.088
H (-1.74958, -1.42714, -5.93840)  0.088
H (-0.91095, -2.44692, -4.75060)  0.083
C (-3.51351, -1.91136, -3.92931)  -0.260
H (-4.42229, -1.61425, -3.40048)  0.047
H (-3.14322, -2.86420, -3.53414)  0.054
H (-3.71483, -2.01343, -4.99980)  0.053
C (-2.75209, 0.81986, -4.64159)  -0.248
H (-3.01676, 0.50048, -5.65741)  0.054
H (-1.93185, 1.54975, -4.68932)  0.045
H (-3.62451, 1.27349, -4.15621)  0.044
C (2.12811, -2.27450, -4.16554)  -0.209
H (2.77800, -2.48554, -3.31151)  0.046
H (2.74220, -2.26903, -5.07507)  0.061
H (1.37472, -3.06500, -4.24360)  0.056
C (2.63501, 0.43860, -4.74374)  -0.201
H (2.20794, 1.00802, -5.57748)  0.059
H (3.44702, -0.19651, -5.11393)  0.060
H (3.02295, 1.13309, -3.99165)  0.033
O (0.44263, -0.06767, 5.95854)  0.050
C (1.63870, -0.33147, 6.52953)  -0.283
C (1.89711, -0.28693, 7.91317)  -0.029
C (3.21247, -0.40635, 8.34916)  -0.103
C (4.25516, -0.62789, 7.42676)  -0.095
C (3.97229, -0.74131, 6.05466)  -0.022
C (2.65872, -0.59980, 5.62384)  -0.100
C (2.20819, -0.49871, 4.19130)  -0.652
O (1.72394, -1.49708, 3.62673)  -0.017
O (2.37702, 0.67900, 3.75115)  -0.059
H (-0.21742, 0.08759, 6.65199)  0.113
H (1.06559, -0.12432, 8.60253)  0.107
H (3.44584, -0.32524, 9.41809)  0.101
H (5.29128, -0.71762, 7.77140)  0.096
H (4.74189, -0.93989, 5.30589)  0.118

Output
DFT total energy, a.u.: -2228.4652
HOMO-LUMO gap (alpha / beta), eV: 5.123 / 2.746
Energy above the lowest of the compared OMol25 structures with the same formula, charge and spin, kcal/mol: 65.20
LUMO (alpha / beta), eV: -3.459 / -5.803
Maximum force, eV/A: 2.793
Spin multiplicity: 5
<S²>: 6.033
HOMO level (alpha / beta), eV: -8.58 / -8.55
Charge: +1

=====

Entry from the Open Molecules 2025 dataset: a structure of composition C31H49BrN2OP2Zr at a distorted geometry (wB97M-V/def2-TZVPD).

Each line ends with the Löwdin charge.
Geometry (Å):
C (-0.16445, 6.79727, -5.45811)  0.039
C (-0.37898, 5.41725, -5.71975)  -0.186
C (-0.63254, 5.07216, -7.04810)  0.008
C (-0.94239, 6.06567, -7.98032)  -0.068
N (-0.87474, 7.36233, -7.69592)  0.139
C (-0.48078, 7.71443, -6.46596)  -0.065
C (-0.42881, 4.27578, -4.81220)  0.221
C (-0.64098, 3.11018, -4.41963)  0.122
C (-1.28323, 1.94767, -3.94205)  -0.160
C (-0.36665, 1.30065, -2.98909)  -0.272
C (-0.97051, 1.71562, -1.71883)  -0.250
C (-2.40956, 1.53664, -1.53839)  -0.643
C (-3.24790, 1.59976, -2.61534)  -0.119
C (-2.67519, 1.69732, -3.88448)  0.050
Zr (-0.19632, -0.33063, -1.48788)  1.426
P (2.19530, -0.71581, -1.35780)  0.867
H (-0.60939, 4.02697, -7.36063)  0.129
H (0.28088, 7.17148, -4.53885)  0.131
H (-1.25138, 5.76396, -8.97211)  0.132
H (-0.41184, 8.78083, -6.29088)  0.134
H (-3.29805, 1.63720, -4.76713)  0.166
H (0.66364, 1.28844, -3.42525)  0.118
H (-4.30725, 1.69968, -2.41151)  0.132
H (-0.31689, 2.04297, -0.90882)  0.132
C (2.32778, -2.37255, -0.55849)  -0.363
C (3.23603, -3.45108, -1.19218)  -0.096
H (1.33381, -2.82298, -0.40254)  0.066
H (2.70332, -2.17618, 0.45521)  0.108
H (3.39420, -4.28269, -0.47704)  0.116
H (2.80799, -3.88233, -2.11623)  0.075
H (4.23756, -3.06892, -1.44168)  0.067
C (2.37941, -0.94042, -3.17395)  -0.392
C (3.16804, 0.06100, -4.02474)  -0.093
H (1.36235, -0.84904, -3.60675)  0.023
H (2.73519, -1.96471, -3.34586)  0.102
H (3.02268, -0.22465, -5.07820)  0.107
H (2.79115, 1.08018, -3.89540)  0.072
H (4.24592, 0.05862, -3.84524)  0.092
C (3.72678, 0.10643, -0.90832)  -0.361
C (4.98646, -0.74098, -0.99531)  -0.100
H (3.57195, 0.49605, 0.10121)  0.092
H (3.80655, 0.98239, -1.55653)  0.093
H (5.86300, -0.11982, -0.77111)  0.113
H (4.97837, -1.56572, -0.27508)  0.083
H (5.14867, -1.17175, -1.99248)  0.085
Br (-3.38316, 1.29100, 0.03322)  1.045
P (-1.63987, -1.93652, -2.67956)  0.896
C (-0.15686, -2.89762, -3.09920)  -0.406
C (0.02004, -4.26964, -3.77518)  -0.064
H (0.35117, -2.91503, -2.10198)  0.041
H (0.35774, -2.20653, -3.78368)  0.058
H (1.06660, -4.39466, -4.08995)  0.093
H (-0.23227, -5.11015, -3.12337)  0.096
H (-0.58495, -4.35968, -4.68046)  0.091
C (-2.85508, -2.64789, -1.56349)  -0.371
C (-4.02190, -3.30239, -2.26546)  -0.105
H (-3.12149, -1.78605, -0.92824)  0.062
H (-2.28367, -3.37123, -0.95927)  0.113
H (-4.77856, -3.69028, -1.57821)  0.105
H (-4.55232, -2.68071, -2.97932)  0.081
H (-3.63475, -4.14789, -2.83307)  0.092
C (-2.16791, -1.01560, -4.18802)  -0.374
C (-2.55094, -1.48845, -5.60828)  -0.065
H (-1.30787, -0.30754, -4.27575)  0.048
H (-2.99626, -0.40329, -3.77967)  0.062
H (-2.94448, -0.63687, -6.20441)  0.098
H (-1.68150, -1.89746, -6.13489)  0.086
H (-3.33187, -2.25892, -5.58134)  0.090
O (-0.11009, 0.35280, 0.68750)  -0.210
C (-0.19101, 0.83548, 1.86625)  -0.360
C (0.96356, 1.58648, 2.59055)  -0.072
C (0.71041, 2.88342, 3.43492)  -0.159
C (-0.12177, 2.86556, 4.73600)  -0.192
C (-1.45761, 2.16895, 4.65824)  -0.167
C (-1.30275, 0.74661, 4.09076)  -0.140
N (-1.28511, 0.66947, 2.63340)  0.098
H (1.41378, 0.86495, 3.29218)  0.138
H (1.71495, 1.83761, 1.81926)  0.114
H (1.72037, 3.22739, 3.72647)  0.130
H (0.34615, 3.70122, 2.79134)  0.119
H (0.47429, 2.42140, 5.54485)  0.130
H (-0.29471, 3.90515, 5.03321)  0.130
H (-1.90799, 2.07579, 5.65288)  0.134
H (-2.16947, 2.71076, 4.03240)  0.120
H (-0.38012, 0.33161, 4.50689)  0.135
H (-2.10617, 0.09366, 4.44877)  0.141
H (-2.15654, 0.50533, 2.13096)  0.065

Output
DFT total energy, a.u.: -4697.4055
HOMO-LUMO gap (alpha / beta), eV: 4.212 / 4.360
LUMO (alpha / beta), eV: -14.306 / -14.199
Maximum force, eV/A: 3.844
Spin multiplicity: 1
HOMO level (alpha / beta), eV: -18.52 / -18.56
Charge: +4

=====

Entry from the Open Molecules 2025 dataset: a structure of composition C31H49FN2O5S6SeSi2Ta (wB97M-V/def2-TZVPD).

Each line ends with the Löwdin charge.
Geometry (Å):
Ta (-0.18332, 0.55480, -0.70827)  1.041
C (-1.97315, 3.34798, 6.71675)  -0.054
C (-2.10196, 2.91774, 5.28025)  -0.269
C (-0.96822, 2.74290, 4.48978)  -0.027
C (-1.06958, 2.36685, 3.16167)  -0.046
C (-2.32937, 2.16919, 2.61122)  -0.252
C (-3.47413, 2.34629, 3.37542)  -0.051
C (-3.35322, 2.71214, 4.70767)  -0.040
S (-2.51325, 1.68335, 0.91831)  0.582
O (-1.51850, 2.41761, 0.12360)  -0.522
O (-3.90046, 1.88030, 0.61023)  -0.281
N (-1.94008, 0.22233, 0.70665)  -0.279
C (-2.67948, -0.93547, 0.79936)  -0.281
C (-3.89089, -1.11808, 1.42092)  -0.007
C (-4.47800, -2.39904, 1.46003)  -0.077
C (-3.86838, -3.48373, 0.90008)  -0.053
C (-2.61630, -3.32570, 0.25765)  -0.168
C (-1.87480, -4.39325, -0.29023)  -0.006
C (-0.64760, -4.14498, -0.82611)  -0.026
C (-0.16315, -2.82528, -0.86952)  -0.185
N (-0.83505, -1.79931, -0.40329)  -0.001
C (-2.03875, -2.04566, 0.19220)  -0.182
H (-1.09140, 2.90560, 7.18081)  0.076
H (-2.84991, 3.05865, 7.29600)  0.072
H (-1.87172, 4.43350, 6.78514)  0.082
H (0.01470, 2.89478, 4.92189)  0.109
H (-0.18761, 2.20937, 2.55628)  0.090
H (-4.44497, 2.20556, 2.92076)  0.107
H (-4.24558, 2.84443, 5.30842)  0.109
H (-4.40073, -0.27967, 1.87424)  0.099
H (-5.43469, -2.51527, 1.95436)  0.101
H (-4.32044, -4.46690, 0.94473)  0.105
H (-2.28576, -5.39597, -0.26332)  0.117
H (-0.03564, -4.93513, -1.23928)  0.109
H (0.79631, -2.60857, -1.31571)  0.013
C (1.75863, -2.49131, 4.28514)  -0.024
C (0.59508, -2.13181, 3.36382)  -0.623
C (-0.32492, -3.33489, 3.19950)  -0.015
C (-0.18220, -0.93640, 3.90203)  -0.014
O (1.06328, -1.80899, 2.04942)  -0.147
Si (2.37257, -0.94797, 1.57058)  -0.053
S (2.15102, -0.47736, -0.46944)  0.332
O (2.56636, 0.25745, 2.66406)  -0.146
C (3.59073, 1.23696, 2.82577)  -0.640
C (4.72322, 0.63458, 3.65376)  -0.027
C (2.93595, 2.38732, 3.58170)  -0.029
C (4.10388, 1.72641, 1.47620)  -0.039
O (3.74911, -1.84158, 1.75299)  -0.154
C (4.34824, -2.91142, 1.02916)  -0.657
C (5.20799, -2.34107, -0.09410)  -0.036
C (3.28426, -3.85196, 0.47033)  -0.033
C (5.22279, -3.65023, 2.03756)  -0.033
H (1.38287, -2.73515, 5.28153)  0.087
H (2.45313, -1.65482, 4.36800)  0.074
H (2.30137, -3.35446, 3.89379)  0.079
H (-0.68987, -3.67419, 4.17151)  0.087
H (0.21311, -4.15435, 2.71711)  0.085
H (-1.18311, -3.07110, 2.57966)  0.073
H (-0.67516, -1.18462, 4.84587)  0.091
H (-0.94132, -0.64151, 3.17510)  0.076
H (0.49047, -0.09251, 4.05636)  0.076
H (4.35299, 0.33871, 4.63816)  0.084
H (5.52594, 1.36334, 3.78861)  0.084
H (5.11985, -0.24835, 3.15288)  0.072
H (2.52394, 2.02053, 4.52493)  0.081
H (2.12782, 2.80920, 2.98128)  0.082
H (3.66254, 3.17356, 3.79733)  0.085
H (4.61217, 0.92259, 0.93866)  0.074
H (4.81197, 2.54484, 1.62513)  0.088
H (3.27582, 2.07639, 0.85711)  0.072
H (4.59304, -1.76175, -0.78261)  0.049
H (5.69460, -3.14644, -0.64967)  0.085
H (5.97918, -1.68978, 0.32290)  0.086
H (2.71416, -3.34838, -0.31175)  0.053
H (2.59836, -4.15654, 1.26338)  0.082
H (3.75128, -4.74211, 0.04311)  0.088
H (5.93635, -2.95720, 2.48630)  0.082
H (5.77355, -4.45919, 1.55290)  0.083
H (4.60460, -4.07093, 2.83338)  0.078
S (0.76590, -0.58319, -2.86557)  -0.119
S (-0.46948, -0.34910, -4.50400)  -0.082
S (-2.22605, -0.86958, -3.57906)  -0.097
S (-2.26444, 0.65282, -2.20202)  0.044
F (0.46060, 1.04351, 1.05973)  -0.529
C (0.29728, 5.52083, -3.06091)  -0.252
Si (-0.44129, 4.48421, -1.68369)  0.154
C (-0.20774, 5.43939, -0.08759)  -0.214
C (-2.25450, 4.27324, -2.05548)  -0.220
Se (0.85191, 2.59741, -1.76734)  0.317
H (-0.15271, 6.51826, -3.07366)  0.024
H (0.12066, 5.05024, -4.03027)  0.026
H (1.37589, 5.63013, -2.92906)  0.020
H (-0.77133, 6.37719, -0.12053)  0.027
H (0.84783, 5.67742, 0.06323)  0.026
H (-0.55302, 4.85244, 0.76234)  0.011
H (-2.68901, 5.26944, -2.19199)  0.031
H (-2.78274, 3.77018, -1.24792)  0.003
H (-2.40911, 3.69569, -2.96837)  0.022

Output
DFT total energy, a.u.: -7223.3753
HOMO-LUMO gap, eV: 6.551
Energy above the lowest of the compared OMol25 structures with the same formula, charge and spin, kcal/mol: 0.00
LUMO, eV: 2.039
Maximum force, eV/A: 0.626
Spin multiplicity: 1
HOMO level, eV: -4.51
Charge: -1